Density functional theory data (ωB97M-V with the def2-TZVPD basis set) for a 4-piece molecular cluster, C17H28F3O13P2 overall in a non-equilibrium geometry.

Cartesian coordinates (Å):
P1 -1.909960 -0.270753 -0.094613
P2 2.265962 -0.953340 -0.800240
F1 3.707334 7.906681 -1.351186
F2 -5.013595 -4.005531 5.288831
F3 -0.126677 -6.136599 4.835363
O1 0.228063 -4.192864 2.049963
O2 4.737387 5.757036 -3.796677
O3 6.353370 7.022829 -4.805272
O4 -1.402769 -0.967268 -1.624902
O5 -1.747853 -3.041949 2.095230
O6 1.499792 4.005322 -1.830763
O7 -6.191801 -2.545123 2.435509
O8 -1.326243 -4.693587 3.613129
O9 -0.884227 3.345649 -2.099866
O10 -0.245277 -0.168074 0.517621
O11 -8.350518 -3.300589 2.446049
O12 -6.858910 -4.012893 4.020028
O13 5.074516 7.888928 -3.124770
C1 4.177050 1.321465 -1.197632
C2 -5.449480 -3.996417 4.009150
C3 3.915488 5.981145 -2.668755
C4 5.466047 6.900678 -3.977259
C5 -1.162495 1.872459 -2.056349
C6 0.315312 3.663227 -1.287396
C7 2.185646 -0.898195 -2.744743
C8 0.800046 -5.141391 2.928075
C9 -7.230384 -3.286450 2.928716
C10 3.825610 7.468313 -2.624570
C11 -0.398834 -5.754115 3.567571
C12 -1.901529 1.564653 -0.625780
C13 0.514835 -1.315918 -0.079005
C14 2.891500 0.790812 -0.319303
C15 -1.011480 -3.901460 2.550052
C16 -5.121233 -2.703112 3.344835
C17 -0.546940 -2.088337 -1.112793
H1 -3.012740 1.987535 -0.729573
H2 2.937631 5.508973 -2.796193
H3 -0.826273 -6.593247 3.008400
H4 2.834303 -1.796353 -3.123740
H5 4.396253 5.559191 -1.779818
H6 -5.110318 -1.859169 4.042710
H7 5.175446 1.430911 -0.566153
H8 3.192716 0.846219 0.812616
H9 -2.444457 0.261269 1.164111
H10 -1.896912 1.647408 -2.967483
H11 1.398256 -5.873384 2.378784
H12 -5.075001 -4.879924 3.481229
H13 4.001623 2.388242 -1.702123
H14 -2.226791 -1.554054 0.503212
H15 1.990521 1.536185 -0.535338
H16 0.277765 3.586842 -0.107500
H17 -4.162723 -2.736660 2.819931
H18 3.022400 7.887905 -3.239643
H19 -0.189937 1.254879 -2.260497
H20 1.056724 -0.980050 -3.113621
H21 4.457998 0.604579 -2.105870
H22 2.575003 0.139217 -3.157709
H23 -1.439284 2.173065 0.291341
H24 -1.131517 -3.030134 -0.679504
H25 1.447032 -4.626935 3.646500
H26 0.165261 -2.625178 -1.896268
H27 -3.256396 -0.387841 -0.671334
H28 0.765669 -1.984723 0.875286

Cartesian forces, eV/Å:
P -3.5 0.7 1.1
P 0.7 -0.4 -0.6
F -0.1 0.3 0.2
F 0.1 -0.3 0.3
F -0.1 -0.3 0.3
O -1.0 0.1 0.3
O 0.8 1.1 -0.5
O -2.0 -0.2 1.9
O 2.8 -2.9 1.4
O 1.9 -2.5 1.6
O -7.5 -1.8 3.0
O -1.2 -0.8 0.3
O 0.3 -0.2 -0.6
O 4.1 0.5 1.9
O 0.9 -2.0 -2.1
O 2.5 0.0 1.2
O 0.0 0.1 -0.8
O -0.1 -0.5 -0.7
C 0.9 0.1 -0.9
C 0.2 -0.1 0.6
C -1.0 -1.0 0.4
C 2.2 -0.3 -2.1
C -1.0 -0.9 0.6
C 4.0 0.6 -3.2
C -1.0 0.8 -0.6
C 1.2 -0.2 -0.4
C -2.6 0.6 -1.6
C -0.2 0.3 0.6
C -0.2 -0.2 0.7
C 0.4 1.8 -1.0
C -2.0 0.1 2.3
C -0.6 2.0 -0.3
C -1.8 2.9 -1.6
C 1.2 0.7 -0.4
C 1.7 -0.2 -0.8
H 2.3 -1.2 0.3
H 0.3 -0.1 -0.1
H 0.0 0.0 0.2
H -1.3 1.9 0.5
H -0.1 0.3 0.0
H 0.0 -0.3 0.1
H -2.2 -0.4 -1.1
H -0.9 -0.3 -2.2
H 0.1 0.1 0.0
H 1.6 0.7 2.1
H -0.1 0.2 -0.1
H 0.0 0.0 0.2
H 0.1 -2.3 1.2
H 1.1 0.2 -0.6
H 2.0 -1.4 0.8
H -0.4 0.0 -2.5
H -0.2 0.1 -0.1
H 0.0 0.1 0.2
H -1.7 1.3 0.6
H 2.5 0.0 0.7
H -0.7 1.4 2.0
H -0.6 -2.2 0.8
H -0.6 -1.2 -2.2
H 1.0 2.5 -0.4
H -0.2 -0.2 0.1
H -1.7 1.5 0.9
H -0.1 0.4 0.3
H -0.4 1.1 -2.2

Output
- E_LUMO: 2.0 eV
- Electronic energy: -71424.5296 eV
- Charge: -1
- HOMO: -4.12 eV